1.
Below is an isolated ion of composition C6H10FN2 and charge +1, with properties calculated with the ωB97M-V functional and the def2-TZVPD basis.

Geometry as XYZ:
```
19
Properties=species:S:1:pos:R:3:forces:R:3
C -1.2927 -1.6316 0.1608 -2.803 -1.545 -3.051
C 1.1785 1.0976 -0.0743 1.174 0.695 0.578
C 2.7504 -0.9092 -0.2698 -0.356 -0.785 -1.535
C -2.2447 -0.3854 0.3740 0.272 0.118 1.508
C -0.2730 1.6187 0.2214 1.902 1.922 3.604
C -0.2063 -0.6554 0.0912 3.231 -0.517 -1.004
N 1.1239 -0.4032 -0.1083 0.342 -0.056 -0.433
N -0.9575 0.4044 0.1843 -1.980 -1.658 -0.085
F 3.4266 -0.1955 0.6128 0.157 0.313 1.561
H -1.3135 -2.5247 0.7441 0.292 -0.092 1.047
H -1.6706 -2.0817 -0.9111 1.586 1.198 2.228
H 1.4263 1.5361 -1.1022 0.573 -0.760 1.613
H 1.9273 1.2048 0.8215 -1.444 1.180 -2.190
H 3.1828 -0.4816 -1.2464 -1.764 -1.021 0.779
H 3.0619 -2.0244 -0.1158 -1.716 1.825 -0.288
H -3.0584 -0.3935 -0.3501 0.485 0.792 -0.443
H -2.7035 -0.1108 1.3561 0.648 -0.773 -0.544
H -0.2924 2.2021 1.2664 -0.183 -1.659 -1.830
H -0.6298 2.3560 -0.4266 -0.416 0.823 -1.514
```
Forces are in eV/Å.

Output
gap between HOMO and LUMO: 10.5 eV
total charge: +1
multiplicity: 1
structure (SMILES): FCN1CC[N+]2=C1CC2

=====

2.
Below is C9H16N2O5S as an isolated structure, with properties calculated with the ωB97M-V functional and the def2-TZVPD basis.

Geometry as XYZ:
```
33
Properties=species:S:1:pos:R:3:forces:R:3
C 2.3403 0.5887 -0.3199 2.436 -0.991 -4.484
C 1.6065 -0.3058 0.5598 -2.557 -2.831 5.391
C 3.8034 0.2698 0.0365 1.312 -1.613 0.664
C 4.3937 -1.1770 -0.1277 -3.478 -2.166 -1.067
C -0.6376 0.1300 -0.4372 -0.696 -3.609 -2.952
C -1.0459 1.3814 0.2229 -0.230 3.261 7.219
C -1.8550 -0.8724 -0.7307 -1.724 0.307 0.659
C -2.6813 -1.0247 0.7082 -0.375 3.032 -1.983
C -5.2298 -0.4517 -0.1426 -3.524 0.657 -0.802
H 2.7668 2.5523 -1.1225 -0.637 -1.208 1.057
H 1.8186 2.4878 0.4181 1.083 -1.090 -3.309
H 2.1252 0.1651 -1.3779 0.580 -0.052 1.493
H 4.4966 0.6505 -0.6707 0.507 1.760 -0.562
H 4.0298 0.5480 1.0745 0.085 0.371 -0.492
H 6.2666 -2.0460 -0.0936 -3.087 3.003 2.251
H -0.0452 -0.9937 1.3653 0.668 0.109 -3.982
H -0.2026 0.2575 -1.4541 -0.137 0.594 0.716
H -2.6498 -0.5906 -1.6107 1.970 -0.153 2.481
H -1.4207 -1.8555 -1.0487 -0.259 1.012 0.398
H -2.2003 -1.4199 1.6495 -0.262 0.251 -1.433
H -2.9889 0.1924 0.8732 0.446 -3.773 0.089
H -6.0838 -1.0069 -1.0215 2.676 2.458 2.444
H -6.3010 -0.0897 0.9926 3.397 -0.899 -3.033
H -4.4784 0.8914 -0.5783 -2.263 -4.225 1.159
H -2.5233 2.7767 0.4891 0.255 -0.391 -0.513
N 2.0663 2.0009 -0.5749 -1.574 1.903 4.082
N 0.2702 -0.8638 0.2492 1.049 3.405 4.196
O 2.0716 -0.7437 1.6596 -0.914 1.705 -3.716
O 3.7412 -2.0788 -0.7230 3.112 2.766 1.874
O 5.6413 -1.2633 0.4315 1.569 -2.897 -3.010
O -0.5180 1.6812 1.4066 -3.432 -1.027 -7.336
O -2.3952 2.1707 -0.2755 4.348 -2.162 1.677
S -4.1814 -1.9610 0.1728 -0.346 2.492 0.823
```
Forces are in eV/Å.

Output
gap between HOMO and LUMO: 8.3 eV
multiplicity: 1

=====

Which of these has the lowest gap between HOMO and LUMO?
C9H16N2O5S